Entry from OMol25: a structure of composition C24H31N3O3Ti (ωB97M-V/def2-TZVPD).

The geometry in XYZ format:
```
62
Properties=species:S:1:pos:R:3:forces:R:3
Ti -0.688646 -0.232551 -1.223999 -2.61 -0.13 -6.00
O -1.402147 -0.626172 -5.150507 2.72 2.00 0.71
C -0.478306 0.117783 -5.557387 -1.97 -1.26 -1.33
O 2.685461 -0.237177 -4.935566 -0.73 -1.48 -0.63
C 1.986032 -0.895761 -5.676244 -0.71 0.82 1.39
O 2.231072 -2.161292 -6.174436 -0.84 1.90 -0.66
N 0.708965 -0.458785 -6.133081 0.79 -0.56 0.89
C 1.415867 -2.233105 -7.393180 0.74 -0.34 -0.97
C 0.324043 -1.200268 -7.318354 -0.70 0.82 0.57
H 0.973972 -3.222650 -7.516728 0.60 -0.01 0.10
H 2.043551 -1.920280 -8.243418 0.10 -0.81 0.36
H -0.681141 -1.599979 -7.161568 0.23 -0.17 -0.44
H 0.341959 -0.428439 -8.099278 -0.17 -0.89 -0.52
C -0.791940 1.430307 -6.201730 -0.54 0.68 -0.90
C -1.797688 2.246065 -5.839318 0.36 -0.47 0.37
H -0.331484 1.548933 -7.241296 -0.40 -0.10 1.75
H -2.249481 2.098256 -4.805652 0.24 0.46 -1.68
H -2.144674 3.006235 -6.584087 0.23 -0.53 1.27
C 0.052525 -3.126565 4.692719 -0.04 -0.08 -0.01
C 0.194342 -3.852093 3.357166 -0.10 0.12 0.10
C 1.553202 -4.564423 3.271068 0.44 0.07 -0.19
C -0.897024 -4.928718 3.233383 -0.34 0.00 -0.26
C 0.112417 -2.848428 2.194278 0.09 -0.92 0.53
C 0.069087 -3.393126 0.898918 -0.16 0.26 -0.58
C 0.222528 -2.520457 -0.156141 0.20 0.26 1.31
N 0.197816 -1.181964 0.062705 1.11 -2.00 1.96
C -0.015807 -0.623577 1.287094 1.17 -2.22 -0.36
C 0.123545 -1.454195 2.376753 -0.37 0.42 0.56
C -0.219721 0.796699 1.191481 -0.28 2.24 0.77
C -0.210026 1.717716 2.226975 0.14 -0.82 0.26
C -0.196982 3.090848 1.949601 -0.49 0.77 0.42
C -0.199886 3.528032 0.614389 -0.07 -0.76 -0.59
C -0.368034 2.562209 -0.367602 0.35 -0.04 1.31
N -0.409047 1.234150 -0.071569 0.93 2.61 1.04
C -0.282719 4.140860 3.066759 0.25 -0.60 0.07
C 0.762111 5.236241 2.852887 0.31 0.05 -0.14
C -1.686763 4.760720 3.016636 -0.34 -0.12 -0.15
C -0.044915 3.430758 4.406281 -0.07 0.21 -0.28
H 0.148231 -3.837449 5.518121 -0.02 0.13 -0.13
H -0.928623 -2.647449 4.761505 0.06 -0.02 0.11
H 0.827375 -2.366979 4.808258 0.03 -0.05 0.16
H 1.684701 -5.235889 4.130217 -0.10 0.21 -0.21
H 1.627137 -5.170109 2.354620 0.00 0.17 0.28
H 2.378479 -3.840191 3.267068 -0.09 -0.20 0.07
H -1.896794 -4.480240 3.161917 0.16 -0.13 0.08
H -0.745196 -5.568745 2.349927 -0.06 0.16 0.35
H -0.875852 -5.580095 4.118340 0.04 0.23 -0.27
H -0.084426 -4.457986 0.682762 0.40 0.52 0.37
H 0.441763 -2.834696 -1.161826 -0.13 -0.20 -0.38
H 0.193235 -0.970552 3.354886 -0.25 -0.58 -0.20
H -0.189759 1.313140 3.249060 0.11 0.51 -0.58
H -0.080827 4.583317 0.339667 -0.20 -0.58 0.18
H -0.392363 2.797051 -1.407217 -0.20 0.29 -0.61
H 0.554390 5.827297 1.948866 0.08 -0.07 0.34
H 0.751416 5.912142 3.718405 0.03 -0.14 -0.30
H 1.767991 4.803318 2.755464 -0.19 0.19 0.10
H -2.460655 3.984977 3.116126 0.14 0.25 0.06
H -1.804453 5.483558 3.836043 0.05 -0.21 -0.24
H -1.855801 5.281477 2.061556 0.04 -0.08 0.32
H -0.826214 2.687400 4.580022 0.04 0.10 0.21
H 0.929298 2.934236 4.385342 -0.04 0.06 0.22
H -0.065097 4.146675 5.222901 0.02 0.02 0.06
```
Positions in Å, forces in eV/Å.

- HOMO level (alpha / beta): -14.11 / -14.11 eV
- Strongest force on any atom: 6.5 eV Å⁻¹
- Net charge: +2
- Kohn-Sham gap (alpha / beta): 6.5 / 6.4 eV
- Total energy: -2171.9143 Ha
- LUMO energy (alpha / beta): -7.61 / -7.68 eV
- 2S+1: 3